The following is a DFT calculation (ωB97M-V/def2-TZVPD) of a structure of composition C32H72Li3N6O15.

The geometry in ORCA input format:
```
! RIJCOSX wB97M-V def2-TZVPD def2/J DEFGRID3
* xyz -1 1
Li 9.125 2.123 -0.857
Li 3.551 6.810 -0.629
Li 7.158 5.336 3.651
C 2.403 10.162 5.236
C 1.826 10.698 6.380
C 1.904 9.887 7.669
O 1.492 10.193 8.866
C 2.626 8.746 7.689
C 3.251 8.169 6.482
C 3.226 9.018 5.159
O 3.884 8.688 4.198
O 4.071 7.210 6.566
O 0.988 11.700 6.212
H 2.308 10.726 4.320
H 2.777 8.174 8.592
C 4.661 7.003 -7.396
C 3.651 6.744 -6.222
C 3.826 5.296 -5.891
O 3.917 7.762 -5.258
H 4.480 7.939 -7.923
H 4.546 6.120 -8.024
H 5.715 7.014 -7.118
H 2.592 6.726 -6.481
H 3.505 4.555 -6.623
H 3.102 5.071 -5.107
H 4.802 5.075 -5.458
C 3.093 1.238 2.060
C 4.172 1.074 1.001
C 3.493 0.331 -0.196
O 4.864 2.304 0.710
H 3.624 1.331 3.007
H 2.551 0.319 2.283
H 2.363 2.037 1.929
H 4.999 0.489 1.404
H 4.202 0.000 -0.955
H 2.629 0.826 -0.640
H 3.075 -0.568 0.257
C -0.055 -5.177 5.700
O 0.592 -5.826 4.913
N -1.159 -5.614 6.293
N 0.254 -4.037 6.171
H -1.863 -5.007 6.687
H -1.327 -6.559 5.979
H 0.918 -3.467 5.668
H -0.170 -3.651 7.003
C 6.768 -5.849 0.918
O 7.882 -5.537 0.610
N 6.156 -5.501 2.014
N 5.955 -6.502 0.067
H 6.681 -4.805 2.523
H 5.466 -6.094 2.452
H 4.977 -6.370 0.279
H 6.345 -6.977 -0.735
C -5.474 0.959 0.482
C -6.176 1.150 1.818
C -7.060 2.411 1.770
C -8.210 2.311 0.790
C -9.026 1.110 1.115
C -8.353 -0.304 1.529
N -7.077 0.042 2.177
O -6.330 -1.120 2.458
C -9.338 -0.944 2.620
C -8.214 -1.149 0.161
C -5.031 1.379 2.852
H -5.048 -0.036 0.351
H -4.663 1.679 0.380
H -6.064 1.075 -0.427
H -7.432 2.629 2.770
H -6.435 3.289 1.607
H -7.786 2.167 -0.204
H -8.833 3.188 0.965
H -9.756 1.028 0.310
H -9.673 1.389 1.946
H -9.557 -0.208 3.394
H -10.302 -1.331 2.288
H -8.872 -1.697 3.254
H -7.665 -2.061 0.397
H -9.160 -1.399 -0.319
H -7.731 -0.624 -0.663
H -4.370 2.198 2.568
H -4.436 0.473 2.970
H -5.466 1.703 3.797
H -6.514 -1.365 3.367
C -0.573 -4.761 -7.339
C -0.490 -5.708 -6.161
C -1.042 -4.903 -4.847
C -2.593 -5.172 -4.794
C -2.787 -6.713 -4.710
C -2.346 -7.453 -5.996
N -0.996 -7.064 -6.296
O -0.532 -7.758 -7.436
C -2.538 -8.969 -5.660
C -3.276 -7.153 -7.135
C 1.009 -5.711 -5.947
H 0.196 -4.927 -8.094
H -0.713 -3.688 -7.205
H -1.474 -4.825 -7.949
H -0.498 -5.343 -4.012
H -1.037 -3.813 -4.867
H -2.893 -4.805 -5.776
H -3.099 -4.521 -4.082
H -3.852 -6.865 -4.536
H -2.267 -6.983 -3.791
H -2.157 -9.496 -6.534
H -1.929 -9.302 -4.819
H -3.555 -9.239 -5.373
H -3.194 -6.080 -7.310
H -3.014 -7.467 -8.145
H -4.355 -7.216 -6.992
H 1.497 -6.118 -6.833
H 1.158 -6.480 -5.189
H 1.357 -4.734 -5.611
H -1.302 -7.649 -7.999
O -0.079 6.699 0.462
H -0.617 5.914 0.360
H -0.592 7.268 1.036
O 6.824 1.763 9.007
H 7.076 2.137 9.852
H 6.372 2.475 8.555
O 10.824 -0.592 1.202
H 11.036 -0.644 2.134
H 10.383 -1.419 1.010
O 10.812 5.475 0.560
H 10.354 6.227 0.185
H 11.620 5.841 0.921
O 0.154 3.986 8.169
H 0.286 4.901 7.921
H 1.024 3.592 8.108
*
```

Output
- HOMO (eV) = -3.0
- HOMO-LUMO gap (eV) = 1.54

***

The following is a DFT calculation (ωB97M-V/def2-TZVPD) of a cluster of 6 separate species, C32H73B3N2O10S in total.

The geometry in ORCA input format:
```
! RIJCOSX wB97M-V def2-TZVPD def2/J DEFGRID3
* xyz 0 1
C -7.317 -1.773 1.065
C -7.233 -2.848 -0.206
O -5.910 -3.485 -0.112
C -5.994 -4.858 0.431
B -4.447 -5.487 0.297
O -4.119 -6.739 -0.423
B -3.119 -6.299 -1.450
O -1.964 -5.453 -1.085
B -2.052 -4.953 0.303
C -0.729 -4.538 1.245
C 0.695 -4.601 0.424
C 1.714 -3.339 0.762
C 1.610 -2.090 -0.295
C 1.838 -2.604 -1.870
C 0.319 -2.564 -2.549
C 0.132 -3.589 -3.814
S -1.712 -3.471 -4.301
C -2.540 -2.082 -3.283
N -2.578 -0.574 -3.605
N -3.277 -0.052 -2.493
C -3.694 -1.100 -1.461
O -3.216 -2.386 -1.998
O -3.379 -4.731 0.980
H -8.437 -1.513 1.286
H -6.681 -0.811 0.776
H -6.769 -2.304 1.982
H -7.243 -2.262 -1.246
H -8.064 -3.671 -0.165
H -6.173 -4.759 1.606
H -6.801 -5.535 -0.082
H -3.222 -6.611 -2.593
H -0.716 -5.242 2.209
H -0.928 -3.442 1.620
H 1.260 -5.572 0.829
H 0.533 -4.787 -0.723
H 1.382 -2.944 1.835
H 2.854 -3.689 0.757
H 0.512 -1.638 -0.190
H 2.342 -1.194 -0.051
H 2.335 -3.665 -1.904
H 2.473 -1.792 -2.429
H 0.131 -1.422 -2.814
H -0.409 -2.949 -1.685
H 0.343 -4.704 -3.452
H 0.757 -3.318 -4.768
H -4.248 -0.969 -0.438
C -5.270 -0.498 7.141
C -5.888 -1.516 6.196
O -6.182 -0.988 4.905
C -5.077 -0.480 4.161
C -4.004 -1.520 3.885
H -5.932 0.368 7.257
H -5.098 -0.945 8.125
H -4.311 -0.128 6.771
H -6.839 -1.855 6.620
H -5.257 -2.405 6.107
H -4.656 0.398 4.663
H -5.479 -0.125 3.205
H -3.561 -1.906 4.806
H -3.201 -1.087 3.281
H -4.429 -2.373 3.344
C 6.424 -0.409 1.941
C 5.440 0.440 1.152
O 4.078 0.202 1.500
C 3.716 0.454 2.855
C 3.946 1.893 3.285
H 6.207 -1.475 1.802
H 7.449 -0.212 1.611
H 6.374 -0.203 3.012
H 5.540 0.196 0.090
H 5.674 1.505 1.247
H 4.234 -0.245 3.520
H 2.647 0.227 2.942
H 5.000 2.174 3.225
H 3.617 2.039 4.318
H 3.388 2.579 2.638
C -0.564 1.187 -5.345
C -1.591 2.230 -5.756
O -1.034 3.526 -5.960
C -0.034 3.635 -6.970
C -0.524 3.237 -8.352
H -0.050 1.497 -4.427
H -1.050 0.222 -5.168
H 0.198 1.041 -6.113
H -2.331 2.328 -4.955
H -2.142 1.911 -6.646
H 0.854 3.061 -6.685
H 0.274 4.687 -6.995
H -0.839 2.191 -8.389
H 0.270 3.375 -9.092
H -1.385 3.848 -8.643
C 11.079 1.663 3.993
C 10.130 1.366 2.844
O 8.802 1.834 3.069
C 8.650 3.238 3.265
C 9.125 4.069 2.086
H 10.704 1.222 4.924
H 12.073 1.252 3.784
H 11.192 2.736 4.162
H 10.063 0.281 2.717
H 10.516 1.763 1.900
H 9.146 3.545 4.192
H 7.579 3.419 3.415
H 10.192 3.933 1.893
H 8.950 5.132 2.274
H 8.589 3.782 1.175
C -1.177 4.505 -3.041
C -0.974 5.740 -2.179
O -2.012 6.707 -2.319
C -3.328 6.279 -1.975
C -3.457 5.824 -0.531
H -1.256 4.784 -4.099
H -0.336 3.813 -2.922
H -2.089 3.968 -2.776
H -0.044 6.231 -2.484
H -0.848 5.470 -1.127
H -3.664 5.500 -2.667
H -3.989 7.139 -2.135
H -2.823 4.962 -0.315
H -4.492 5.544 -0.312
H -3.160 6.628 0.151
*
```

Output
- HOMO (eV) = -9.2
- structure (SMILES) = CCOCB1OBOB(CCCCCCCSc2nnco2)O1.CCOCC.CCOCC.CCOCC.CCOCC.CCOCC
- HOMO-LUMO gap (eV) = 8.95

***

no.,DFT total energy (eV)
1,-74604.3398
2,-70681.5513